DFT (ωB97M-V with the def2-TZVPD basis set) results for a cluster of 7 separate species, C21H50N7O7S2 in total.

```
87
Properties=species:S:1:pos:R:3:forces:R:3
C -8.802027 2.702361 6.145670 -1.12 -1.66 -1.42
H -2.759884 0.028668 0.620014 0.08 -0.06 -0.06
H 3.364599 -4.855743 -3.701302 -0.07 -0.05 0.02
H -5.070280 -2.024627 7.865238 -0.02 -0.03 0.02
C -6.577634 2.512926 4.992990 -1.17 0.15 -0.19
C -3.539677 2.263548 1.928452 -0.04 -0.02 0.08
C 2.268712 -0.925703 -0.413524 0.21 -0.16 -0.20
O -4.847730 0.372279 6.555731 0.10 0.19 -0.09
C 4.450095 -3.188337 -5.556366 0.08 0.19 -0.09
S -4.024317 3.245287 5.542553 0.55 0.70 -0.16
H 1.306598 -1.054536 0.073244 -0.02 0.00 0.01
H -0.432370 4.563324 2.396835 -0.01 -0.04 0.00
H 4.607812 -2.964197 -1.290212 0.06 0.04 -0.03
H 2.399316 -4.921071 -5.175923 -0.03 -0.03 0.03
N -4.022872 -1.684393 6.080953 0.00 -0.17 0.01
H 9.792969 0.055836 -8.494688 0.01 -0.02 0.03
H 6.176832 -4.687408 -6.623914 0.01 0.05 0.04
H 6.255334 -1.884394 -8.847346 -0.06 0.01 -0.02
H 1.009074 -3.139807 -0.413434 0.00 0.02 0.00
C -8.015997 2.954637 4.921017 0.71 1.01 1.15
O 3.618157 -2.461323 -5.032603 -0.06 0.04 -0.02
C -3.007401 -2.497656 5.426435 -0.11 -0.04 0.08
H -3.951610 3.115586 -1.070445 -0.06 0.02 -0.03
C -5.089563 -2.345558 6.824638 -0.01 0.15 0.01
C 0.239045 2.356048 1.354238 -0.02 0.03 0.22
H -9.736790 3.218121 6.288521 0.17 0.41 0.52
H 8.797532 -0.130222 -9.948653 0.06 0.05 -0.02
H -5.251883 5.473255 5.089471 0.10 -0.27 -0.04
H 3.000781 -0.610809 0.333161 -0.06 0.08 0.03
O -2.776513 1.783906 2.755654 -0.04 0.01 0.25
C -2.602915 0.977089 0.107118 -0.09 0.09 0.25
H -0.704499 2.481364 1.905981 -0.02 0.01 0.04
S -6.175175 5.082459 5.983510 -0.44 0.32 0.40
H 5.003508 -6.001422 -6.855969 0.06 -0.03 -0.01
O 2.252932 -4.349779 -1.470618 0.03 -0.04 -0.01
C 2.254865 3.443678 0.610673 -0.11 -0.14 0.02
C 6.505830 -0.870198 -8.534587 0.07 -0.10 0.15
N -5.783553 3.355039 5.958019 1.21 -0.80 -0.87
H -6.057507 -2.079760 6.401451 -0.02 -0.04 0.02
H 3.503961 -6.258210 -4.783625 0.04 -0.01 -0.03
C 3.365204 -5.181026 -4.741674 0.07 0.21 0.01
H -1.573779 1.292076 0.276481 -0.18 -0.18 -0.08
C 3.960631 -2.213683 -1.747834 -0.12 -0.27 0.00
C -4.491762 2.580628 -0.288854 0.14 -0.13 0.00
H 5.298936 -2.795359 -6.136575 0.01 0.00 0.03
C 8.780637 0.120705 -8.886552 -0.22 -0.06 0.00
O -8.926175 1.944736 4.873188 -0.63 -0.30 -0.39
H 1.254632 5.029880 2.680483 -0.05 0.06 0.02
H -2.772075 0.850516 -0.958183 -0.06 0.01 -0.01
H 0.446144 5.497063 1.170538 -0.03 0.05 0.06
H 8.423399 1.145729 -8.771701 0.07 0.03 -0.04
H -3.476571 -3.156634 4.696325 0.04 -0.02 -0.02
O 7.668028 -2.358601 -6.552142 -0.09 -0.10 0.01
H -6.143626 2.566653 4.003257 0.55 -0.06 0.07
H 2.723193 4.422601 0.662419 -0.03 0.03 0.02
H 9.435828 -1.449756 -6.972634 0.00 0.01 -0.01
H -2.288417 -1.860989 4.916696 -0.01 0.04 0.00
C 8.360296 -1.577782 -7.178262 0.11 -0.04 0.09
H 2.909377 2.702556 1.068939 0.04 0.01 -0.03
H -2.484407 -3.101742 6.167387 0.03 -0.02 -0.03
H 5.982926 -5.930697 -5.375731 0.05 -0.03 -0.05
C 1.950452 -3.279458 -0.974303 -0.11 -0.10 0.02
H -5.867551 2.966504 6.898802 -0.22 0.14 0.13
C -4.007958 -0.363193 6.021960 0.04 -0.03 -0.04
H -6.631195 1.503334 5.383613 0.64 -0.21 -0.06
N 0.975376 3.476356 1.305773 0.14 0.10 -0.04
C 5.457546 -5.331614 -6.121994 -0.15 -0.02 0.08
H 6.302602 -0.179665 -9.348363 0.04 0.02 -0.02
H 3.782684 -2.491554 -2.785631 0.10 0.07 -0.03
N 7.912178 -0.793647 -8.171215 0.02 0.15 -0.15
O 0.555240 1.289653 0.853973 0.11 0.08 -0.07
H 2.105512 3.166207 -0.432699 0.05 0.00 -0.01
H 4.444807 -1.241517 -1.709114 -0.06 0.05 0.04
H 2.176029 -0.145182 -1.170216 -0.05 0.08 0.08
N 2.692659 -2.165388 -1.033647 0.03 0.19 0.12
H -8.238702 3.863361 4.376698 -0.05 0.00 -0.23
H -4.308592 3.009766 2.206285 0.02 0.01 -0.01
N 4.435578 -4.525956 -5.483647 0.01 -0.24 -0.01
H -8.511753 1.903126 6.812496 0.39 0.71 0.87
H -4.953486 -3.421105 6.772962 0.04 -0.01 -0.03
H -3.161938 0.033893 5.435796 -0.05 0.01 -0.01
H -5.131093 3.283900 0.241149 0.01 0.01 0.03
H -3.760049 1.989761 5.941118 -0.68 -0.19 0.14
H -5.115856 1.815274 -0.751403 -0.04 0.04 -0.04
N -3.551678 1.964399 0.631411 -0.01 0.05 -0.31
C 0.536331 4.711067 1.922904 0.17 -0.06 -0.11
H 5.882690 -0.615455 -7.676640 -0.05 0.00 -0.03
```
Positions in Å, forces in eV/Å.

Output
net charge = +1
HOMO level = -0.351 hartree
spin multiplicity = 1
orbital gap = 5.78 eV
total energy = -2536.16619 Ha